No. 1
Density functional theory data (ωB97M-V/def2-TZVPD) for a molecular structure, C3H15F3HfO17S3.

Its molar mass is 654.821 Da. For the relative energy (zero: lowest compared OMol25 entry of this formula, charge and spin), the calculation gives 0.0 kcal per mole. As for the total charge: -2. The orbital gap comes out at 4.932 eV. As for the calculated total energy: -80133.1200 eV. The calculation puts the HOMO energy at -1.655 eV.

Structure (XYZ):
```
42
C3H15F3HfO17S3 | OMol25 | ωB97M-V/def2-TZVPD
Hf 0.66785 0.43919 0.42549
S 1.65926 -2.71163 2.06365
S -2.00127 -1.73362 -1.10238
S 2.16783 -1.69122 -2.03447
F -2.35743 0.20031 -2.87628
F -3.32077 -1.69356 -3.38222
F -1.20420 -1.48129 -3.64614
O -3.37166 -1.67254 -0.61276
O 1.49283 -2.95105 -1.96720
O -0.87002 1.99091 0.90811
O -0.80294 -0.37715 2.32936
O 2.36204 -1.16378 -3.39556
O 1.44539 1.32195 2.44642
O 2.03440 2.26400 -0.26898
O 3.03511 -2.42451 2.51793
O 1.18774 -1.46669 1.29438
O 0.74925 -2.80167 3.24141
O -0.01844 1.42466 -1.70615
O -1.44593 -3.02914 -1.12978
O 3.46342 -1.65578 -1.28469
O 1.56591 -3.85400 1.19019
O -1.16790 -0.70436 -0.46055
O 3.06931 -0.00059 0.49247
O 1.30651 -0.62341 -1.30431
C -2.15143 2.39786 1.21998
C -3.16957 2.12101 0.09380
C -2.21499 -1.14267 -2.86382
H -2.18556 3.43441 1.57599
H 0.52449 1.52427 -2.49472
H 3.78407 0.25268 1.08084
H 1.72157 2.22291 2.63009
H -2.93716 2.82282 -0.71313
H 3.45478 -0.64514 -0.19649
H -3.08099 1.06495 -0.16157
H -4.19576 2.26061 0.44517
H -0.55793 -0.89398 3.11220
H 2.86568 1.92892 -0.63785
H -1.75543 -0.46954 2.23187
H -2.47492 1.65572 1.97658
H -0.87414 1.81382 -1.91359
H 1.55896 0.83028 3.26872
H 2.04204 3.21603 -0.39199
```

=====

No. 2
Density functional theory data (ωB97M-V/def2-TZVPD) for 2 unconnected molecules or ions with the total composition C4H12.

Its molar mass is 60.140 Da. For the relative energy (zero: lowest compared OMol25 entry of this formula, charge and spin), the calculation gives 11.2 kcal per mole. As for the total charge: -1. Its multiplicity is 2. The expectation value of S² is 0.7503. The orbital gap (spin up / spin down) comes out at 2.748 / 11.854 eV. As for the calculated total energy: -4340.5528 eV. The calculation puts the HOMO energy (spin up / spin down) at 1.557 / -7.503 eV.

Structure (XYZ):
```
16
C4H12 | OMol25 | ωB97M-V/def2-TZVPD
C 1.37837 1.01508 -2.23166
C -1.63266 -0.05184 2.50578
C -0.37264 -0.66353 1.84944
C 0.55224 -0.23972 -2.02233
H -2.10707 0.60239 1.76723
H 0.06307 -0.25845 0.94106
H 0.46803 -0.67236 2.54970
H -1.34666 0.59961 3.32783
H -0.66223 -1.68150 1.56246
H -0.51920 -0.02835 -1.97508
H 0.98591 1.68961 -2.99512
H -2.32743 -0.84875 2.74929
H 1.62136 1.49321 -1.28225
H 2.36060 0.76996 -2.66554
H 0.55021 -0.92773 -2.88340
H 0.98809 -0.79762 -1.19740
```

=====

No. 3
Density functional theory data (ωB97M-V/def2-TZVPD) for 9 unconnected molecules or ions with the total composition C29H49Br16NO5.

The SMILES is CCOCCOC[C@@H]1OC(=O)O[C@H]1c1ccncc1.BrCCBr.BrCCBr.BrCCBr.BrCCBr.BrCCBr.BrCCBr.BrCCBr.BrCCBr. Its molar mass is 1770.177 Da. As for the total charge: 0. The orbital gap comes out at 9.099 eV. As for the calculated total energy: -1163275.0951 eV. The calculation puts the HOMO energy at -8.916 eV.

Structure (XYZ):
```
100
C29H49Br16NO5 | OMol25 | ωB97M-V/def2-TZVPD
Br 3.79409 -6.54773 1.45944
Br 2.12176 -3.46805 -2.34251
Br -1.20538 -7.47890 0.30866
Br 6.12368 4.81930 0.15237
Br -5.55768 -2.19489 -0.43791
Br 3.94378 -1.12014 -0.09506
Br 2.11937 4.90885 -2.45399
Br 1.76554 -3.24811 1.89725
Br 4.22811 -5.68718 -4.40646
Br -2.56435 -7.69282 -3.10084
Br 8.25674 6.78660 -2.13104
Br -1.35626 4.86024 -1.40787
Br -4.75015 5.01845 0.01002
Br -2.04453 -3.26929 -1.06175
Br 2.19878 -7.84891 4.51510
Br 4.53852 6.22705 -4.92099
O -4.50476 0.83245 2.65129
O -3.18631 1.83792 4.18801
O 1.05300 1.42008 0.80635
O -2.84094 2.10859 1.97016
O -1.42581 0.19918 1.20119
N -7.90439 4.29433 1.49442
C -6.80644 4.34950 2.24658
C -1.05280 -8.62566 -2.30461
C -3.21972 6.18077 0.31985
C -0.39216 -0.42117 0.44899
C 0.41438 0.68370 -0.21756
C 0.45706 3.04437 2.51602
C 3.54143 -2.58742 2.31420
C -2.43447 6.40787 -0.94436
C -1.33552 -9.01463 -0.87850
C 7.97801 5.37645 0.34934
C -2.68735 0.18797 0.57929
C -7.01396 2.23925 0.58710
C -7.97898 3.22974 0.69212
C 3.89840 4.27330 -2.92362
C -5.87759 2.33241 1.38544
C 3.81160 -3.10691 -3.23041
C 2.22685 -7.68112 1.65956
C -3.46630 1.62068 3.05921
C -3.44884 1.54225 0.79989
C -4.84308 1.22369 1.32516
C 1.39257 -7.26478 2.84154
C -5.76450 3.43338 2.22238
C 3.71354 -1.16934 1.83512
C 0.54036 2.72701 1.01634
C -3.63594 -4.31848 -0.65257
C 4.84778 5.41102 -3.17932
C 8.19982 6.76538 -0.18608
C -4.86734 -3.77958 -1.32771
C 3.88850 -3.77830 -4.57520
H 8.17350 5.34522 1.41894
H -4.69343 -3.50653 -2.36339
H 2.97522 -3.67127 -5.15093
H -3.63562 7.12113 0.67586
H 1.22266 3.43497 0.53777
H 5.87344 5.05258 -3.21114
H 4.76801 6.20234 -2.44228
H -8.87189 3.13412 0.08204
H 7.42180 7.46008 0.11281
H -5.32775 0.44013 0.74770
H -0.25704 1.28282 -0.84243
H -3.72068 -4.34666 0.42902
H 4.22836 3.69118 -2.06576
H 1.66966 -7.55690 0.73383
H -5.67521 -4.50594 -1.27445
H -0.90461 -9.51096 -2.91887
H 8.58549 4.62903 -0.15010
H -1.72634 7.22386 -0.81409
H 9.16779 7.14542 0.13291
H 2.86469 -0.53034 2.06334
H -3.35628 2.17534 -0.07466
H 1.17436 0.26384 -0.88342
H 2.58513 -8.70334 1.72935
H -0.73509 -1.16084 -0.28270
H -4.91866 3.54920 2.88258
H 4.61709 -0.73158 2.25373
H -2.63521 -0.06281 -0.48361
H 1.19257 3.79358 2.80504
H -0.53117 3.43854 2.74684
H 0.59765 2.14428 3.11005
H -3.41402 -5.31770 -1.02460
H -0.19279 -7.97049 -2.40087
H 0.41834 -7.74567 2.81013
H 3.63057 -2.64117 3.39714
H -0.59021 -9.72123 -0.51918
H 4.59651 -3.42677 -2.55230
H -3.25761 -0.62015 1.04603
H 0.30155 -0.90826 1.12778
H 4.72686 -3.38826 -5.14835
H -2.32529 -9.43678 -0.74012
H 3.85068 -2.02496 -3.34338
H -3.06839 6.61334 -1.80033
H 1.26063 -6.18937 2.91247
H -6.72062 5.18835 2.93056
H 3.78197 3.61836 -3.78094
H -0.45881 2.85621 0.60623
H 4.24497 -3.27951 1.86168
H -2.63554 5.72090 1.11142
H -7.16532 1.39426 -0.07137
```

=====

No. 4
Density functional theory data (ωB97M-V/def2-TZVPD) for a molecular structure, C13H42BHgO6.

Its molar mass is 505.875 Da. For the relative energy (zero: lowest compared OMol25 entry of this formula, charge and spin), the calculation gives 7.1 kcal per mole. As for the total charge: +2. Its multiplicity is 2. The expectation value of S² is 0.7541. The orbital gap (spin up / spin down) comes out at 5.096 / 3.455 eV. As for the calculated total energy: -31271.1120 eV. The calculation puts the HOMO energy (spin up / spin down) at -14.252 / -14.252 eV.

Structure (XYZ):
```
63
C13H42BHgO6 | OMol25 | ωB97M-V/def2-TZVPD
Hg 2.23609 2.86137 -1.73936
O 0.94968 0.03428 -4.39528
O 0.21293 1.52680 -1.81893
O 2.20824 -4.20734 1.59747
O -1.79981 3.31075 -2.67734
O -0.07718 -3.43456 2.66852
O -0.46874 4.17912 3.52781
C -0.49093 0.70306 -1.03869
C -2.33954 -3.05839 2.27982
C -0.67858 -1.18037 2.56919
C -0.90225 -2.53251 1.99299
C -1.82103 3.82917 3.46079
C -1.07195 -1.24838 -4.70553
C -2.53098 3.62020 4.76246
C -1.84741 2.49485 2.72409
C 1.08356 -2.16470 -3.56969
C 0.48358 -1.26314 -4.64170
C 3.13220 -3.12402 1.32970
C 2.49639 -2.32974 0.18088
C 3.42653 -2.32996 2.59595
B 1.72966 3.27213 -4.09498
H -1.47618 2.70972 1.72204
H 3.96038 -1.40268 2.38797
H -3.03076 -2.32096 1.87176
H 0.66315 3.12312 -4.02719
H -3.21507 4.45429 4.91872
H -0.71339 1.19341 -0.09097
H -1.12016 2.66487 -2.47116
H 1.33973 -3.97631 1.93498
H 2.15616 -2.01658 -3.44443
H 2.05775 3.55507 -5.08318
H -2.38228 4.51722 2.82859
H -3.21395 2.77557 4.67156
H -0.72192 -2.40264 0.92589
H -1.43542 0.61654 -1.57585
H -2.84262 2.05676 2.64835
H -1.92868 3.39781 5.64330
H 4.01295 -2.82791 3.36813
H 4.02751 -3.67259 1.03715
H -0.04017 -0.27639 -0.87870
H 0.88469 -1.63964 -5.58269
H 2.55206 -1.84609 3.03102
H 1.97851 4.12233 -3.47897
H 2.30426 2.47889 -3.64238
H 1.63035 -1.80546 0.58488
H -0.56091 -3.87826 3.36904
H 0.25449 -0.69316 2.28618
H -0.53639 -1.19666 3.64975
H -2.65438 -3.01946 3.32263
H -1.56128 -0.57907 2.35155
H -1.34586 -0.84282 -5.67948
H -1.32783 -2.27308 -4.43604
H -2.46597 -4.01906 1.78060
H -1.23771 1.79486 3.29537
H 0.52113 -2.10878 -2.63768
H 1.07097 -3.19109 -3.93637
H -1.90113 3.31473 -3.63197
H -1.57536 4.19686 -2.38404
H 2.14676 -2.84933 -0.71124
H 3.14593 -1.48436 -0.04611
H 0.42808 0.41974 -3.68750
H -1.48453 -0.63986 -3.90080
H -0.29324 4.61204 2.68913
```